Record 1
Molecular formula: C3H6N2O
Method: DFT, wB97M-V/def2-TZVPD

The geometry in ORCA input format:
```
! RIJCOSX wB97M-V def2-TZVPD def2/J DEFGRID3
* xyz 0 1
N 2.46891 -0.60602 -1.18765
C 1.49954 -0.53952 -0.56131
C 0.33108 -0.21368 0.27452
N 0.58247 1.15155 0.77065
C -0.99389 -0.45014 -0.51083
O -2.12556 -0.51834 0.31997
H 0.27277 -0.91413 1.12487
H 1.43721 1.12138 1.33408
H 0.82039 1.77259 -0.01038
H -1.10466 0.29704 -1.31283
H -0.94130 -1.43496 -0.99697
H -2.24695 0.33423 0.75587
*
```

Values from the calculation:
HOMO-LUMO gap = 11.2 eV
structure (SMILES) = N#C[C@@H](N)CO

***

Record 2
Molecular formula: C3H6N2O
Method: DFT, wB97M-V/def2-TZVPD

The geometry in ORCA input format:
```
! RIJCOSX wB97M-V def2-TZVPD def2/J DEFGRID3
* xyz 0 1
C -0.39037 -0.23368 -0.05147
C 1.78924 0.02084 -0.21706
C -1.83883 0.02953 0.10848
N 1.17019 -0.84828 -1.19346
N 0.58654 0.62728 0.38684
O 0.03492 -1.40987 -0.40090
H 0.48429 1.26053 1.17296
H 2.40153 0.76725 -0.73521
H 2.39507 -0.50340 0.53911
H -2.38493 -0.91195 0.20648
H -2.21012 0.53400 -0.79022
H -2.03753 0.66775 0.97444
*
```

Values from the calculation:
HOMO-LUMO gap = 7.7 eV

***

Record 3
Molecular formula: C3H6N2O
Method: DFT, wB97M-V/def2-TZVPD

The geometry in ORCA input format:
```
! RIJCOSX wB97M-V def2-TZVPD def2/J DEFGRID3
* xyz 0 1
C -1.81471 0.30048 -0.31714
N -0.45262 -1.37317 0.23186
C 0.49338 -0.57073 0.18630
N 0.17041 0.79843 -0.22622
C 1.92015 -0.83532 0.53024
O 2.78627 0.01507 0.53343
H -1.97009 1.33173 -0.63556
H -2.14253 -0.41215 -1.06574
H -2.22672 0.10248 0.66495
H 0.59299 1.02153 -1.13067
H 0.52248 1.50724 0.42479
H 2.12099 -1.88557 0.80377
*
```

Values from the calculation:
HOMO-LUMO gap = 8.2 eV

***

Record 4
Molecular formula: C3H6N2O
Method: DFT, wB97M-V/def2-TZVPD

The geometry in ORCA input format:
```
! RIJCOSX wB97M-V def2-TZVPD def2/J DEFGRID3
* xyz 0 1
N 1.66903 0.28184 -0.51968
C 0.59662 0.15767 0.28182
O 0.75932 -0.07884 1.51517
C -0.75730 0.30371 -0.24685
C -1.19125 -0.25862 -1.37402
N -0.49631 -0.68074 2.02090
H 2.59965 0.23534 -0.13239
H 1.53822 0.67689 -1.43662
H -1.38612 0.93150 0.37813
H -0.59916 -0.99928 -1.90343
H -2.19918 -0.07727 -1.73128
H -0.55240 -0.17378 2.91096
*
```

Values from the calculation:
HOMO-LUMO gap (alpha / beta) = 7.6 / 7.6 eV

***

Record 5
Molecular formula: C3H6N2O
Method: DFT, wB97M-V/def2-TZVPD

The geometry in ORCA input format:
```
! RIJCOSX wB97M-V def2-TZVPD def2/J DEFGRID3
* xyz 0 1
C -0.10039 0.58806 -1.79837
N -0.73580 0.42199 -0.50912
C -0.22225 -0.14169 0.58857
N 1.01693 -0.59786 0.44313
C -0.14446 -0.97480 3.11202
O -1.12244 -0.74763 3.65474
H 0.80191 1.20883 -1.72697
H -0.80009 1.08411 -2.47251
H 0.16922 -0.37892 -2.24190
H -1.67125 0.77712 -0.40780
H 1.59930 -0.56506 -0.38414
H 1.29731 -1.05029 1.48532
*
```

Values from the calculation:
HOMO-LUMO gap = 9.1 eV

***

Record 6
Molecular formula: C3H6N2O
Method: DFT, wB97M-V/def2-TZVPD

The geometry in ORCA input format:
```
! RIJCOSX wB97M-V def2-TZVPD def2/J DEFGRID3
* xyz 0 1
C 0.73355 -0.53915 1.29883
N -0.36483 -0.55352 0.36122
C -0.34111 -1.06361 -0.88927
O -1.22714 -0.89943 -1.71274
H 0.52741 -1.16849 2.17134
H 1.63525 -0.90558 0.80272
H 0.92453 0.48423 1.63722
H -1.18828 -0.01328 0.58455
H 0.59363 -1.61197 -1.11558
C -0.44302 2.08802 -1.07580
N 0.06459 2.80604 -0.32782
H -0.91457 1.37673 -1.73466
*
```

Values from the calculation:
HOMO-LUMO gap = 11.2 eV
structure (SMILES) = CNC=O.C#N

***

Record 7
Molecular formula: C3H6N2O
Method: DFT, wB97M-V/def2-TZVPD

The geometry in ORCA input format:
```
! RIJCOSX wB97M-V def2-TZVPD def2/J DEFGRID3
* xyz 0 1
C -1.09626 0.54225 0.77021
C -0.43705 0.41740 -0.58138
N -0.81243 0.91318 -1.69236
N 0.74588 -0.35120 -0.61481
C 1.29378 -0.93498 0.44410
O 2.42120 -1.61851 0.19986
H -1.99659 1.15878 0.68820
H -0.41081 0.99289 1.49616
H -1.36758 -0.44523 1.15956
H -1.67355 1.44786 -1.56862
H 1.18278 -0.43991 -1.53181
H 2.15062 -1.68255 1.23087
*
```

Values from the calculation:
HOMO-LUMO gap = 10.2 eV

***

Record 8
Molecular formula: C3H6N2O
Method: DFT, wB97M-V/def2-TZVPD

The geometry in ORCA input format:
```
! RIJCOSX wB97M-V def2-TZVPD def2/J DEFGRID3
* xyz 0 1
O 2.77273 -0.02904 -0.78252
C 1.55669 -0.07745 -0.33571
N 0.68889 0.90642 -0.06096
C -0.75755 0.64771 -0.03738
C -1.07779 -0.74786 0.49662
N 1.72256 -1.34869 -0.27910
H 0.99235 1.82092 -0.38388
H -1.17104 0.75916 -1.05118
H -1.22424 1.41299 0.59454
H -0.97533 -0.81165 1.58574
H -2.09576 -1.02370 0.21411
H -0.43152 -1.50880 0.03973
*
```

Values from the calculation:
HOMO-LUMO gap = 9.6 eV

***

Relative energy (zero: lowest compared OMol25 entry of this formula, charge and spin) across the listed records, respectively: 35.02; 115.79; 125.07; 112.56; 66.06; 30.85; 72.96; 90.17 kcal/mol.
Total energy across the listed records, respectively: -302.6373; -302.5086; -302.4938; -302.5137; -302.5878; -302.6439; -302.5768; -302.5494 hartree.